(1)
Density functional theory data (ωB97M-V/def2-TZVPD) for a gas-phase ion, C7H15N2O3S (charge +1).

Last column: Löwdin charge in e.
Positions of all 28 atoms, in Å:
C: 0.221 -0.614 1.205  -0.3906
C: 1.206 0.735 -0.956  -0.1140
C: -0.955 1.136 -0.262  -0.1848
C: 1.569 2.069 -0.337  -0.1603
C: -0.639 2.443 0.446  -0.1150
C: -1.021 -0.708 1.965  0.0170
C: 0.021 -2.963 -0.789  -0.0932
N: 1.330 -1.090 1.319  0.2265
N: 0.063 0.139 -0.165  -0.1497
O: -2.110 -1.379 -0.640  -0.2532
O: -0.423 -1.083 -2.456  -0.2409
O: 0.426 2.919 -0.385  -0.1234
S: -0.760 -1.445 -1.112  0.8012
H: 0.995 0.796 -2.051  0.1499
H: 2.088 0.046 -1.016  0.1426
H: -1.867 0.667 0.140  0.1203
H: -1.144 1.401 -1.316  0.1633
H: 2.012 1.831 0.677  0.1495
H: 2.368 2.624 -0.875  0.1552
H: -1.256 3.323 0.191  0.1608
H: -0.487 2.367 1.519  0.1311
H: -1.844 -1.043 1.264  0.0964
H: -0.987 -1.383 2.799  0.1110
H: -1.315 0.313 2.197  0.0973
H: 0.435 -3.415 -1.588  0.0460
H: 0.823 -3.118 -0.018  0.1124
H: -0.712 -3.623 -0.348  0.0961
H: 1.963 -0.948 0.591  0.0485

Atomic forces in eV per Å
C 0.0442 1.8924 -1.9524
C 1.9045 -1.6575 -0.9374
C -4.0584 0.5604 0.5503
C 0.6770 0.4981 0.3266
C 0.5643 1.0427 -2.2771
C -1.5531 0.2191 -1.0243
C 0.2053 -0.6826 4.6518
N 0.8750 -2.1571 3.0093
N -0.1665 -1.2491 -0.9152
O 0.7664 -0.6473 -0.3186
O -0.1746 -0.2534 0.4413
O 2.2701 -0.1234 1.6018
S -0.2932 1.7698 -2.4700
H -0.8237 0.1092 1.0741
H -0.5959 0.4774 0.6083
H 0.1309 0.5709 -0.3261
H 0.1267 -0.3757 0.4004
H -0.8595 0.7410 -0.5399
H -0.5174 -0.7627 0.0302
H -1.2256 -1.2053 0.7325
H 0.5750 0.0781 0.1452
H 0.9921 0.1953 1.1505
H 0.3543 0.0128 0.4513
H -0.0837 -0.0343 0.7311
H 0.9130 -0.7912 -3.4213
H -0.6018 1.3000 -0.4045
H -0.7638 -0.0215 -0.1662
H 1.3185 0.4939 -1.1517

Values from the calculation:
LUMO energy, hartree: -0.1663
2S+1: 1
HOMO, Eh: -0.51580
Total charge: +1
ΔE to the lowest compared entry with this formula, charge and spin, kcal/mol: 57.64
SMILES string: [H]/N=C(/C)[N+]1(S(C)(=O)=O)CCOCC1

---

(2)
Density functional theory data (ωB97M-V/def2-TZVPD) for 5 unconnected molecules or ions with the total composition C9H9Cl12N.

Last column: Mulliken spin population.
Positions of all 31 atoms, in Å:
N: -8.205 -4.954 7.041  0.2707
C: -9.471 -4.528 6.731  0.1027
C: -9.842 -3.175 6.588  -0.0272
C: -8.868 -2.159 6.926  0.4454
C: -7.596 -2.644 7.310  -0.0065
C: -7.315 -3.977 7.306  0.0920
H: -10.094 -5.366 6.457  0.0196
H: -10.838 -2.886 6.288  -0.0021
H: -9.129 -1.114 6.847  0.0770
H: -6.834 -1.915 7.541  -0.0087
H: -6.299 -4.292 7.490  0.0089
C: -2.164 -4.698 1.997  -0.0013
Cl: -2.222 -3.194 2.841  -0.0003
Cl: -2.423 -4.247 0.280  0.0004
Cl: -3.503 -5.821 2.634  0.0026
H: -1.187 -5.181 2.024  -0.0003
C: -4.075 3.989 3.089  0.0001
Cl: -5.564 4.252 2.166  0.0002
Cl: -4.332 4.068 4.922  0.0000
Cl: -2.681 4.853 2.505  0.0000
H: -3.890 2.936 2.879  -0.0001
C: -7.508 -4.137 3.574  -0.0147
Cl: -5.901 -3.492 3.961  0.0045
Cl: -7.377 -5.116 2.138  -0.0017
Cl: -8.558 -2.750 3.244  0.0282
H: -7.830 -4.688 4.458  0.0088
C: -4.188 -0.309 4.256  -0.0017
Cl: -2.734 0.584 4.282  0.0005
Cl: -5.328 0.317 2.999  0.0003
Cl: -5.049 -0.315 5.844  0.0025
H: -3.930 -1.338 4.003  0.0004

Atomic forces in eV per Å
N -0.2005 -0.9514 -0.2562
C -0.0842 1.6608 -0.7137
C 1.1530 -1.2511 0.7565
C -1.2579 -0.6144 -0.3345
C 0.1373 0.4999 -0.1571
C 0.4019 0.7366 0.2255
H -0.6891 0.1569 0.0101
H -0.1878 -0.1581 -0.0939
H 0.1558 0.0889 0.0693
H 0.3488 -0.0568 0.1130
H 0.2678 -0.1471 0.2000
C -1.3912 -0.5799 -0.6879
Cl 0.3754 0.3777 0.9569
Cl -0.0807 -0.7043 0.0493
Cl 1.5398 0.8818 -0.7731
H -0.3835 0.0003 0.4323
C -0.5294 -1.6449 0.7456
Cl 0.1896 0.6015 0.3338
Cl 0.2316 0.3032 -1.6971
Cl -0.1156 0.4692 0.1941
H 0.1948 0.1932 0.4380
C 0.2839 1.0989 0.2879
Cl 0.3146 -0.0591 0.2053
Cl -0.1348 -0.6634 -0.2951
Cl -0.2054 -0.2614 0.1488
H -0.2842 -0.0315 -0.1154
C -1.8549 -0.6599 0.2601
Cl 1.0378 0.7884 0.0947
Cl 0.5596 -0.2485 0.3994
Cl 0.6172 -0.0138 -0.8465
H -0.4099 0.1883 0.0499

Values from the calculation:
LUMO energy (spin up / spin down), hartree: 0.0699 / 0.0698
2S+1: 2
HOMO (spin up / spin down), Eh: 0.00282 / -0.16590
Total charge: -1

---

(3)
Density functional theory data (ωB97M-V/def2-TZVPD) for a molecular structure, C2H3NO.

Last column: Löwdin charge in e.
Positions of all 7 atoms, in Å:
C: -0.985 0.488 0.000  -0.3069
C: 0.865 -0.432 -0.062  0.0390
N: -1.066 -0.801 -0.097  0.1402
O: 0.330 0.893 -0.036  -0.1016
H: -1.813 1.100 0.196  0.0977
H: 1.257 -0.634 0.881  0.0785
H: 1.411 -0.613 -0.881  0.0532

Atomic forces in eV per Å
C 2.7502 -2.9952 -0.0991
C -6.6325 0.8228 1.6611
N 3.7645 1.3548 0.1106
O -1.5080 1.3297 -0.0462
H -0.7643 1.4118 0.0079
H 0.5799 -0.9385 1.3834
H 1.8102 -0.9854 -3.0177

Values from the calculation:
LUMO energy, hartree: 0.0181
2S+1: 1
HOMO, Eh: -0.36312
ΔE to the lowest compared entry with this formula, charge and spin, kcal/mol: 77.91

---

(4)
Density functional theory data (ωB97M-V/def2-TZVPD) for C3H6N2O2 in the gas phase.

Last column: Löwdin charge in e.
Positions of all 13 atoms, in Å:
C: -0.476 0.218 2.259  -0.0691
C: -0.406 0.282 0.884  -0.4785
C: 0.833 -0.347 -1.520  -0.2875
H: -1.470 -0.496 2.332  0.1485
H: 0.276 -0.396 2.784  0.0971
H: -0.389 1.309 2.526  0.1142
H: 1.955 -0.635 -0.973  0.1853
H: 1.092 -0.208 -2.615  0.1429
H: -1.277 -1.708 0.361  0.2014
N: 0.358 1.272 0.365  0.1530
N: -0.469 -0.972 0.264  0.0714
O: 0.326 0.976 -1.166  -0.1801
O: -0.215 -1.087 -1.153  -0.0986

Atomic forces in eV per Å
C -2.7514 -1.1221 3.7459
C 5.4196 0.5304 -5.3784
C 3.4941 3.4064 1.6030
H 1.6083 2.4709 1.1872
H -0.0202 0.4365 -0.6309
H -0.9636 -1.2970 0.8944
H -3.2783 0.8018 -1.0736
H -1.0951 -1.0081 1.1095
H 1.9160 2.4981 0.2647
N -3.1482 -3.0695 -2.0275
N -1.9818 -1.9062 -1.5110
O 2.1727 1.1968 1.4997
O -1.3721 -2.9380 0.3170

Values from the calculation:
LUMO energy, hartree: 0.0244
2S+1: 1
HOMO, Eh: -0.33404
ΔE to the lowest compared entry with this formula, charge and spin, kcal/mol: 180.74
SMILES string: CC1=NOCON1